DFT (ωB97M-V with the def2-TZVPD basis set) results for a structure of composition C27H31FeN6O9S3 in a non-equilibrium geometry.

Geometry as XYZ:
```
77
C27H31FeN6O9S3, DFT ωB97M-V with the def2-TZVPD basis set
Fe -0.51 1.11 -0.12
O -2.72 5.07 4.05
C -2.31 4.29 3.03
C -1.31 4.70 2.14
C -0.97 3.83 1.13
N -1.55 2.66 0.99
C -2.48 2.25 1.84
C -2.91 3.04 2.89
C -2.96 0.84 1.48
O -3.94 0.36 2.02
O -2.27 0.34 0.52
C 0.08 4.03 0.06
O 0.67 5.09 -0.10
O 0.22 2.98 -0.70
H -2.23 5.89 4.06
H -0.81 5.66 2.23
H -3.66 2.69 3.57
C -3.05 -4.66 -1.63
C -1.94 -4.42 -0.64
C -0.62 -4.25 -1.06
C 0.40 -4.04 -0.15
C 0.09 -4.00 1.20
C -1.21 -4.16 1.65
C -2.22 -4.38 0.72
S 1.37 -3.75 2.39
O 2.28 -4.86 2.36
O 0.78 -3.40 3.66
N 2.12 -2.42 1.74
C 2.52 -1.36 2.67
C 1.41 -0.36 3.03
C 0.70 0.21 1.83
O 0.64 1.45 1.60
O 0.13 -0.55 1.00
H -2.67 -4.64 -2.65
H -3.82 -3.89 -1.54
H -3.52 -5.62 -1.46
H -0.40 -4.27 -2.12
H 1.42 -3.92 -0.49
H -1.42 -4.09 2.71
H -3.24 -4.49 1.06
H 1.49 -2.03 1.04
H 3.35 -0.83 2.20
H 2.90 -1.82 3.58
H 1.85 0.47 3.59
H 0.66 -0.85 3.65
N 2.64 2.48 -1.69
C 2.73 1.15 -1.65
S 1.41 0.15 -1.30
N 3.93 0.62 -1.99
C 4.36 -0.74 -1.97
C 4.02 -1.61 -0.95
C 4.51 -2.91 -0.97
C 5.35 -3.33 -1.99
C 5.71 -2.44 -2.99
C 5.22 -1.15 -2.98
H 1.79 2.90 -1.32
H 3.48 3.04 -1.76
H 4.58 1.25 -2.43
H 3.38 -1.29 -0.15
H 4.23 -3.58 -0.17
H 5.73 -4.34 -1.99
H 6.37 -2.75 -3.79
H 5.49 -0.46 -3.78
C -2.72 4.79 -2.07
N -2.04 3.54 -2.31
C -2.54 2.34 -2.03
S -1.52 0.94 -2.22
N -3.82 2.25 -1.67
C -4.54 1.03 -1.32
H -2.06 5.61 -2.35
H -2.97 4.92 -1.01
H -3.63 4.86 -2.67
H -1.03 3.55 -2.36
H -4.31 3.11 -1.51
H -3.83 0.21 -1.21
H -5.27 0.80 -2.09
H -5.04 1.17 -0.37
```

HOMO energy (alpha / beta) (Ha): -0.3156 / -0.3168
LUMO level (alpha / beta) (eV): -1.0 / -0.1
Relative energy (zero: lowest compared OMol25 entry of this formula, charge and spin) (kJ/mol): 129.9
Multiplicity: 2
<S²>: 1.2106
Orbital gap (alpha / beta) (hartree): 0.2807 / 0.3137

=====

DFT (ωB97M-V with the def2-TZVPD basis set) results for a cluster of 4 separate species, C27H31IN3O9P in total in a non-equilibrium geometry.

Geometry as XYZ:
```
72
C27H31IN3O9P, DFT ωB97M-V with the def2-TZVPD basis set
C 7.28 2.16 -0.27
N 6.08 2.98 0.11
C 5.53 3.66 -1.10
P 4.00 2.62 -1.69
N 2.52 3.53 -2.03
I 3.25 2.47 0.71
C 4.23 0.74 -1.83
C 2.87 -0.12 -1.80
C 2.05 -0.12 -3.21
C 0.72 0.79 -3.18
O -0.49 0.01 -2.84
C -1.39 1.02 -2.31
C -1.40 1.45 -0.74
O -2.21 1.62 -3.09
N 4.56 2.88 -3.38
C 3.55 3.01 -4.20
O 2.71 2.83 -5.12
H 8.08 2.80 -0.83
H 7.02 1.29 -0.99
H 7.82 1.70 0.64
H 6.41 3.70 0.78
H 6.26 3.67 -1.99
H 5.13 4.72 -0.86
H 1.82 3.26 -1.30
H 2.69 4.54 -1.86
H 4.91 0.40 -0.95
H 4.84 0.53 -2.79
H 2.18 0.11 -0.90
H 3.19 -1.23 -1.64
H 1.71 -1.21 -3.38
H 2.75 0.13 -4.11
H 0.63 1.28 -4.23
H 0.78 1.63 -2.40
H -2.36 2.00 -0.44
H -0.48 2.11 -0.47
H -1.32 0.47 -0.14
O -5.36 -4.42 1.62
C -4.63 -3.45 1.76
C -3.27 -3.43 1.18
C -2.47 -2.37 1.34
C -2.91 -1.18 2.10
O -2.18 -0.22 2.25
C -4.27 -1.21 2.69
C -5.07 -2.27 2.53
H -2.97 -4.30 0.62
H -1.48 -2.34 0.92
H -4.57 -0.33 3.24
H -6.07 -2.30 2.95
O -5.67 3.10 -2.26
C -5.80 1.98 -1.79
C -6.93 1.64 -0.90
C -7.07 0.42 -0.38
C -6.09 -0.65 -0.67
O -6.21 -1.76 -0.20
C -4.95 -0.31 -1.56
C -4.82 0.91 -2.08
H -7.64 2.44 -0.70
H -7.89 0.16 0.27
H -4.24 -1.10 -1.76
H -3.99 1.18 -2.73
O 0.22 -4.12 2.09
C 0.53 -3.89 3.25
C 1.20 -4.92 4.08
C 1.53 -4.68 5.34
C 1.25 -3.37 5.98
O 1.56 -3.15 7.13
C 0.58 -2.35 5.15
C 0.24 -2.59 3.89
H 1.40 -5.87 3.60
H 2.02 -5.42 5.96
H 0.38 -1.40 5.63
H -0.25 -1.85 3.27
```

HOMO energy (Ha): -0.3155
LUMO level (eV): -1.7
Orbital gap (hartree): 0.2545
SMILES: CNCP(N)(I)(CCCCOC(C)=O)N=C=O.O=C1C=CC(=O)C=C1.O=C1C=CC(=O)C=C1.O=C1C=CC(=O)C=C1

=====

DFT (ωB97M-V with the def2-TZVPD basis set) results for the molecule C27H31N3O2 in a non-equilibrium geometry.

Geometry as XYZ:
```
63
C27H31N3O2, DFT ωB97M-V with the def2-TZVPD basis set
C -5.74 -1.92 0.99
N -5.30 -1.06 2.09
C -6.28 -0.94 3.16
C -4.12 -0.35 2.10
C -3.89 0.64 3.12
C -2.69 1.39 3.18
C -1.61 1.06 2.37
C -0.24 1.93 2.45
C 0.99 1.04 2.17
C 2.18 1.70 1.84
C 3.36 0.97 1.69
C 3.41 -0.40 2.05
N 4.60 -1.11 2.10
C 5.47 -0.92 3.23
C 5.03 -1.91 0.98
C 2.20 -1.02 2.44
C 1.00 -0.33 2.40
N 0.05 2.77 3.64
C 0.44 2.26 4.91
O 1.03 1.23 5.19
O -0.01 3.12 5.85
C -0.76 4.19 5.20
C -0.32 4.17 3.75
C 0.81 5.24 3.57
C 1.24 5.62 2.17
C 2.56 5.64 1.69
C 2.83 6.16 0.41
C 1.81 6.74 -0.35
C 0.49 6.66 0.10
C 0.22 6.15 1.37
C -1.83 0.07 1.37
C -3.08 -0.51 1.11
H -5.60 -1.47 0.00
H -5.27 -2.92 0.98
H -6.82 -2.10 1.13
H -6.18 -0.01 3.69
H -7.30 -0.94 2.73
H -6.17 -1.76 3.89
H -4.63 0.90 3.90
H -2.65 2.25 3.88
H -0.40 2.67 1.64
H 2.19 2.80 1.74
H 4.27 1.46 1.33
H 5.28 0.07 3.66
H 5.33 -1.69 3.98
H 6.51 -0.94 2.92
H 4.79 -1.43 0.01
H 6.12 -2.05 1.01
H 4.60 -2.92 0.97
H 2.20 -2.06 2.81
H 0.05 -0.85 2.58
H -0.59 5.10 5.79
H -1.83 3.93 5.26
H -1.15 4.39 3.08
H 1.64 5.00 4.24
H 0.30 6.16 3.93
H 3.38 5.26 2.31
H 3.84 6.13 -0.01
H 2.05 7.24 -1.29
H -0.33 6.99 -0.53
H -0.78 6.20 1.79
H -1.02 -0.30 0.74
H -3.23 -1.10 0.18
```

HOMO energy (Ha): -0.2727
LUMO level (eV): 0.7
Relative energy (zero: lowest compared OMol25 entry of this formula, charge and spin) (kJ/mol): 298.2
Orbital gap (hartree): 0.2974
SMILES: CN(C)c1ccc(C(c2ccc(N(C)C)cc2)N2C(=O)OC[C@H]2Cc2ccccc2)cc1

=====

DFT (ωB97M-V with the def2-TZVPD basis set) results for the molecule C27H31N3O2S2.

Geometry as XYZ:
```
65
C27H31N3O2S2, DFT ωB97M-V with the def2-TZVPD basis set
C -2.18 1.52 -1.37
C -2.01 2.64 -0.38
C -3.03 2.98 0.49
C -2.85 4.00 1.42
C -1.66 4.69 1.46
C -0.62 4.39 0.59
C 0.64 5.20 0.60
C -0.80 3.33 -0.31
N 0.22 2.96 -1.22
C 1.49 2.60 -0.94
O 2.03 2.67 0.14
C 2.23 2.09 -2.17
S 1.25 0.88 -3.12
C 1.47 -0.65 -2.12
C 1.58 -0.37 -0.66
C 2.82 -0.44 -0.03
C 2.90 -0.13 1.32
C 1.75 0.24 1.98
C 0.55 0.27 1.28
C -0.72 0.66 1.97
S -1.13 -0.44 3.38
C -2.22 -1.68 2.59
C -1.44 -2.78 1.89
O -1.28 -3.87 2.38
N -0.98 -2.41 0.67
C -0.18 -3.19 -0.19
C -0.62 -3.35 -1.51
C -1.92 -2.76 -1.94
C 0.17 -4.08 -2.40
C 1.36 -4.63 -1.98
C 1.79 -4.46 -0.68
C 1.03 -3.74 0.24
C 1.53 -3.55 1.64
N 0.47 -0.03 -0.01
H -1.36 0.81 -1.28
H -2.20 1.90 -2.39
H -3.12 1.00 -1.19
H -3.97 2.45 0.45
H -3.65 4.25 2.10
H -1.53 5.49 2.17
H 1.46 4.61 1.00
H 0.51 6.09 1.21
H 0.91 5.50 -0.41
H -0.11 2.66 -2.13
H 3.18 1.65 -1.89
H 2.40 2.92 -2.86
H 0.59 -1.25 -2.35
H 2.36 -1.15 -2.49
H 3.69 -0.73 -0.59
H 3.85 -0.17 1.83
H 1.76 0.50 3.03
H -1.56 0.69 1.29
H -0.59 1.65 2.42
H -2.78 -2.12 3.42
H -2.90 -1.15 1.92
H -1.23 -1.51 0.31
H -1.88 -1.67 -1.93
H -2.17 -3.08 -2.95
H -2.72 -3.07 -1.27
H -0.17 -4.21 -3.41
H 1.96 -5.20 -2.68
H 2.73 -4.89 -0.36
H 2.58 -3.81 1.71
H 1.38 -2.53 1.97
H 0.96 -4.19 2.31
```

HOMO energy (Ha): -0.3177
LUMO level (eV): 0.4
Relative energy (zero: lowest compared OMol25 entry of this formula, charge and spin) (kJ/mol): 0.0
Orbital gap (hartree): 0.3335
SMILES: Cc1cccc(C)c1NC(=O)CSCc1cccc(CSCC(=O)Nc2c(C)cccc2C)n1

=====

DFT (ωB97M-V with the def2-TZVPD basis set) results for the molecule C27H31N3O3S.

Geometry as XYZ:
```
65
C27H31N3O3S, DFT ωB97M-V with the def2-TZVPD basis set
O 0.72 3.45 -0.94
C 0.25 2.34 -0.83
N -0.28 1.85 0.30
C -0.08 2.46 1.60
C -0.69 1.55 2.68
C 0.01 1.72 4.03
C 1.20 0.76 3.89
C 0.61 -0.36 3.04
O -0.52 0.18 2.35
C 0.21 1.31 -1.98
C 0.58 1.89 -3.30
C 0.61 1.22 -4.49
C 1.00 2.03 -5.57
C 1.28 3.30 -5.18
S 1.06 3.54 -3.49
N 1.11 0.22 -1.59
C 0.67 -0.84 -0.86
O 1.39 -1.49 -0.12
C -0.76 -1.20 -0.97
C -1.64 -1.32 -2.03
C -2.83 -1.85 -1.52
C -2.67 -2.03 -0.16
C -3.60 -2.50 0.85
C -3.43 -2.17 2.19
C -4.32 -2.62 3.15
C -5.40 -3.40 2.78
C -5.59 -3.73 1.45
C -4.70 -3.29 0.49
N -1.40 -1.65 0.14
C 2.53 0.56 -1.58
C 3.07 1.00 -0.20
C 4.51 0.51 -0.20
C 4.40 -0.86 -0.88
C 3.43 -0.60 -2.04
H -0.57 0.89 0.35
H 1.00 2.60 1.77
H -0.55 3.45 1.62
H -1.77 1.72 2.73
H -0.65 1.40 4.83
H 0.32 2.75 4.20
H 2.02 1.24 3.37
H 1.55 0.40 4.85
H 0.24 -1.19 3.66
H 1.31 -0.77 2.31
H -0.81 0.91 -2.03
H 0.35 0.18 -4.58
H 1.08 1.67 -6.58
H 1.59 4.12 -5.80
H -1.44 -1.08 -3.06
H -3.72 -2.05 -2.09
H -2.60 -1.54 2.49
H -4.17 -2.35 4.18
H -6.09 -3.75 3.53
H -6.43 -4.34 1.15
H -4.84 -3.56 -0.55
H -0.97 -1.68 1.05
H 2.64 1.40 -2.28
H 2.52 0.49 0.58
H 2.99 2.08 -0.06
H 4.93 0.44 0.80
H 5.14 1.17 -0.79
H 5.36 -1.24 -1.22
H 3.96 -1.57 -0.19
H 2.84 -1.49 -2.27
H 3.97 -0.32 -2.94
```

HOMO energy (Ha): -0.2899
LUMO level (eV): 0.6
Relative energy (zero: lowest compared OMol25 entry of this formula, charge and spin) (kJ/mol): 44.9
Orbital gap (hartree): 0.3130
SMILES: O=C(NC[C@@H]1CCCO1)[C@@H](c1cccs1)N(C(=O)c1ccc(-c2ccccc2)[nH]1)C1CCCC1

=====

DFT (ωB97M-V with the def2-TZVPD basis set) results for the molecule C27H31N3O5.

Geometry as XYZ:
```
66
C27H31N3O5, DFT ωB97M-V with the def2-TZVPD basis set
C 8.32 0.22 2.09
C 7.36 1.36 1.76
C 7.18 1.52 0.25
O 6.60 0.37 -0.35
C 5.27 0.16 -0.27
C 4.82 -1.02 -0.87
C 3.49 -1.35 -0.87
C 2.55 -0.49 -0.28
C 1.13 -0.86 -0.30
O 0.82 -2.14 0.00
C 0.12 -0.02 -0.63
C 0.20 1.33 -1.16
O 1.16 2.07 -1.24
C -1.21 1.66 -1.66
O -1.57 2.67 -2.22
N -2.00 0.61 -1.35
C -3.36 0.50 -1.82
C -4.41 0.61 -0.72
C -4.36 1.97 -0.03
N -5.52 2.18 0.82
C -5.73 3.59 1.09
C -5.44 1.43 2.05
C -1.32 -0.47 -0.66
C -1.51 -1.82 -1.38
O -1.22 -2.08 -2.52
N -2.09 -2.69 -0.49
C -2.40 -4.05 -0.81
C -2.28 -2.10 0.75
C -2.81 -2.65 1.90
C -2.89 -1.84 3.03
C -2.44 -0.54 3.01
C -1.91 0.01 1.85
C -1.85 -0.77 0.72
C 3.00 0.68 0.32
C 4.34 1.00 0.34
H 9.31 0.43 1.70
H 7.96 -0.70 1.66
H 8.39 0.09 3.17
H 6.39 1.17 2.23
H 7.74 2.30 2.16
H 8.16 1.61 -0.23
H 6.59 2.41 0.01
H 5.55 -1.67 -1.34
H 3.16 -2.25 -1.37
H 1.63 -2.64 0.15
H -3.49 1.31 -2.54
H -3.47 -0.46 -2.35
H -5.40 0.48 -1.17
H -4.26 -0.19 0.01
H -4.37 2.74 -0.80
H -3.42 2.07 0.54
H -6.64 3.70 1.68
H -4.90 4.05 1.65
H -5.86 4.12 0.15
H -6.36 1.58 2.62
H -4.58 1.73 2.68
H -5.35 0.37 1.84
H -2.12 -4.22 -1.85
H -1.83 -4.73 -0.17
H -3.46 -4.25 -0.69
H -3.15 -3.68 1.93
H -3.30 -2.25 3.94
H -2.50 0.06 3.90
H -1.55 1.03 1.83
H 2.29 1.34 0.80
H 4.65 1.91 0.82
```

HOMO energy (Ha): -0.3079
LUMO level (eV): -0.2
Relative energy (zero: lowest compared OMol25 entry of this formula, charge and spin) (kJ/mol): 206.7
Orbital gap (hartree): 0.3003
SMILES: CCCOc1ccc(/C(O)=C2\C(=O)C(=O)N(CCCN(C)C)[C@@]23C(=O)N(C)c2ccccc23)cc1